No. 1
Formula: C5H13NS
Source: the OMol25 dataset
Level of theory: ωB97M-V with the def2-TZVPD basis set

Structure (XYZ):
```
20
Properties=species:S:1:pos:R:3:nbo_charge:R:1
C -0.6510 -0.2931 -1.6643 -0.248
N -0.5103 -1.7338 -1.4312 -0.804
C 0.6537 -0.8947 1.6147 -0.049
C -0.0342 -1.9522 1.1212 -0.126
S 0.1973 3.2103 0.5819 -0.619
C -0.1227 0.2657 2.0841 -0.694
C 0.5721 0.5721 -1.9723 -0.628
H -0.9786 0.0319 -0.6711 0.181
H -1.3609 -0.1016 -2.4575 0.195
H -0.4925 -2.2868 -2.2858 0.370
H 1.7089 -0.8744 1.8438 0.251
H -0.3412 -1.9468 -0.1490 0.340
H -0.2458 -2.8628 1.7075 0.254
H 0.0805 4.3968 1.1474 0.116
H 0.0898 0.3435 3.1488 0.262
H -1.2511 0.2132 2.0430 0.252
H 0.1914 1.2131 1.6032 0.308
H 0.1912 1.5352 -2.5249 0.216
H 1.2883 0.1279 -2.6486 0.206
H 1.0150 1.0365 -1.0907 0.217
```

frontier orbital gap: 3.8 eV
total energy: -650.89808 Ha
E_HOMO: -7.23 eV
LUMO: -3.45 eV

No. 2
Formula: C5H13NS
Source: the OMol25 dataset
Level of theory: ωB97M-V with the def2-TZVPD basis set

Structure (XYZ):
```
20
Properties=species:S:1:pos:R:3:nbo_charge:R:1
C 0.2801 -1.1124 -3.2210 -0.734
S 1.3339 0.0999 -2.3704 0.171
C 0.9921 -0.4226 -0.6548 -0.517
C -0.2169 0.3068 -0.0424 -0.424
C -0.2486 0.2313 1.4795 -0.048
C -1.6104 0.6611 2.0263 -0.604
N 0.7991 1.0761 2.0392 -0.850
H -0.7012 -1.1270 -2.7579 0.212
H 0.7772 -2.0685 -3.2149 0.212
H 0.1805 -0.8037 -4.2464 0.229
H 0.8176 -1.4972 -0.7290 0.212
H 1.8758 -0.2615 -0.0348 0.215
H -1.0976 -0.0406 -0.5729 0.209
H -0.1282 1.3716 -0.2727 0.211
H -0.0951 -0.7989 1.8130 0.163
H -2.4143 0.2002 1.4629 0.203
H -1.7257 1.7302 1.9229 0.212
H -1.6382 0.5059 3.0879 0.208
H 1.2397 0.6637 2.8543 0.360
H 1.5802 1.2854 1.4312 0.359
```

frontier orbital gap: 9.5 eV
SMILES: CSCC[C@H](C)N
total energy: -651.23587 Ha
E_HOMO: -8.50 eV
LUMO: 1.02 eV

No. 3
Formula: C5H13NS
Source: the OMol25 dataset
Level of theory: ωB97M-V with the def2-TZVPD basis set

Structure (XYZ):
```
20
Properties=species:S:1:pos:R:3:nbo_charge:R:1
C -1.3551 1.5747 1.3629 -0.420
N -0.2886 0.6432 1.7013 -0.630
C 0.0824 -0.2977 0.6707 -0.027
C -1.0517 -1.2708 0.2040 -0.665
C 0.7362 0.4224 -0.5503 -0.432
C 1.3656 -0.6716 -1.4440 -0.482
S 3.0108 -0.1819 -2.2111 -0.076
H -0.9329 2.3032 0.6695 0.198
H -2.2492 1.0756 0.9836 0.168
H -1.6455 2.1647 2.2326 0.207
H -0.4276 0.0846 2.5373 0.358
H 0.7893 -1.0495 1.0470 0.186
H -1.5232 -1.5321 1.1691 0.206
H -1.9480 -0.7581 -0.1674 0.208
H -0.7799 -2.2083 -0.2659 0.223
H -0.0658 0.9835 -1.0427 0.200
H 1.5015 1.1580 -0.3340 0.223
H 1.5786 -1.5400 -0.8507 0.207
H 0.6628 -0.8417 -2.2557 0.223
H 2.5404 -0.0582 -3.4565 0.123
```

frontier orbital gap: 9.7 eV
SMILES: CN[C@@H](C)CCS
total energy: -651.20675 Ha
E_HOMO: -8.77 eV
LUMO: 0.97 eV

No. 4
Formula: C5H13NS
Source: the OMol25 dataset
Level of theory: ωB97M-V with the def2-TZVPD basis set

Structure (XYZ):
```
20
Properties=species:S:1:pos:R:3:nbo_charge:R:1
C 2.8186 2.2286 0.0675 -0.619
C 1.8945 1.0736 -0.4276 -0.535
S 1.8606 -0.2819 0.7631 -0.048
H 3.7880 1.7660 0.2621 0.214
H 2.3804 2.5978 1.0077 0.208
H 2.8570 3.0437 -0.6659 0.222
H 2.3269 0.6491 -1.3390 0.209
H 0.8718 1.4321 -0.6788 0.211
C -2.9511 0.1370 -0.4850 -0.626
C -1.6788 -0.4507 0.1369 -0.316
C -1.5841 -1.7697 0.4082 0.002
N -0.4839 -2.4045 0.9731 -0.840
H -3.7188 -0.6429 -0.4878 0.207
H -3.3336 0.9530 0.2019 0.206
H -2.7868 0.5413 -1.4894 0.207
H -0.8841 0.1538 0.5699 0.200
H -2.3888 -2.4379 0.1467 0.181
H 0.3849 -1.8551 1.0450 0.387
H -0.3208 -3.3451 0.6200 0.373
H 0.9483 -1.3881 -0.6284 0.157
```

frontier orbital gap: 6.8 eV
total energy: -651.11694 Ha
E_HOMO: -7.80 eV
LUMO: -1.00 eV

No. 5
Formula: C5H13NS
Source: the OMol25 dataset
Level of theory: ωB97M-V with the def2-TZVPD basis set

Structure (XYZ):
```
20
Properties=species:S:1:pos:R:3:nbo_charge:R:1
C -0.8873 -2.2277 1.8408 -0.617
C 0.2933 -1.2636 1.9500 -0.431
C 0.7172 -0.6484 0.7108 -0.198
N 0.1254 0.4823 0.0550 -0.632
C 0.6899 1.0354 -1.1050 -0.222
C -0.4117 1.8247 -1.8030 -0.454
S 0.2160 2.7348 -3.3287 -0.081
H -1.7968 -1.8342 1.2229 0.203
H -0.5536 -3.1863 1.1602 0.209
H -1.2859 -2.5208 2.8186 0.221
H 0.1877 -0.2741 2.5479 0.216
H 1.2311 -1.7970 2.3098 0.222
H 0.8982 -1.3945 -0.1188 0.140
H 1.7515 -0.2438 0.9018 0.178
H -0.9262 0.3264 0.0469 0.350
H 1.1193 0.2770 -1.7172 0.165
H 1.5789 1.5687 -0.7605 0.190
H -1.1942 1.1781 -2.1109 0.204
H -0.7953 2.5417 -1.1831 0.208
H -0.9576 3.4213 -3.4374 0.127
```

frontier orbital gap: 9.3 eV
SMILES: CCCNCCS
total energy: -651.17567 Ha
E_HOMO: -8.41 eV
LUMO: 0.93 eV

No. 6
Formula: C5H13NS
Source: the OMol25 dataset
Level of theory: ωB97M-V with the def2-TZVPD basis set

Structure (XYZ):
```
20
Properties=species:S:1:pos:R:3:mulliken_spin:R:1
C 1.7401 2.2813 0.0581 -0.001
C 0.6620 1.2251 0.3823 0.004
C 0.9194 -0.0355 -0.4743 0.013
C -0.1762 -1.0843 -0.2865 -0.047
S -1.7062 -0.8586 -1.1401 0.877
C -2.5773 -2.3523 -0.7124 -0.032
N 0.3457 0.8822 1.7565 0.000
H 1.6211 2.5219 -0.9982 0.000
H 2.7319 1.8608 0.1577 0.001
H 1.5897 3.1593 0.6838 0.001
H -0.2725 1.6350 -0.0180 0.004
H 0.8833 0.3283 -1.5025 -0.007
H 1.8539 -0.5679 -0.2976 0.005
H -0.3163 -1.4269 0.7315 0.020
H 0.1795 -1.9437 -0.9063 0.089
H -2.3690 -3.1025 -1.4894 0.051
H -3.6490 -2.1407 -0.7009 0.017
H -2.1867 -2.7173 0.2255 0.005
H -0.3849 1.4793 2.1131 0.001
H 1.1112 0.8566 2.4178 0.000
```

frontier orbital gap (spin up / spin down): 9.9 / 5.0 eV
expectation value of S²: 0.7529
multiplicity: 2
total energy: -650.93170 Ha
E_HOMO (spin up / spin down): -12.93 / -12.93 eV
charge: +1
LUMO (spin up / spin down): -3.01 / -7.91 eV

No. 7
Formula: C5H13NSi
Source: the OMol25 dataset
Level of theory: ωB97M-V with the def2-TZVPD basis set

Structure (XYZ):
```
20
Properties=species:S:1:pos:R:3:nbo_charge:R:1
C -2.0686 1.2340 -0.2919 -0.645
C -1.7802 -0.1975 0.0031 -0.135
C -0.5975 -0.8033 -0.0437 -0.449
C -0.5110 -2.2679 0.2945 -0.632
Si 1.0214 0.0323 -0.5495 1.456
C 1.3537 2.0358 0.4769 -0.959
N 2.3158 -0.9370 0.0488 -1.298
H -1.1721 1.7637 -0.5922 0.213
H -2.8127 1.3111 -1.0851 0.217
H -2.4853 1.7166 0.5929 0.219
H -2.6587 -0.7703 0.2878 0.182
H -0.2215 -2.8451 -0.5844 0.206
H 0.2354 -2.4343 1.0681 0.217
H -1.4700 -2.6426 0.6489 0.212
H 1.0533 0.3131 -1.9984 -0.219
H 2.3998 2.2851 0.3677 0.208
H 0.7373 2.7875 0.0087 0.205
H 1.0974 1.9192 1.5190 0.214
H 2.3146 -1.9271 -0.1329 0.391
H 3.2491 -0.5735 -0.0385 0.395
```

frontier orbital gap: 9.8 eV
SMILES: C/C=C(/C)[Si@@H](C)N
total energy: -542.54433 Ha
E_HOMO: -8.91 eV
LUMO: 0.89 eV

No. 8
Formula: C5H13NaO5PS
Source: the OMol25 dataset
Level of theory: ωB97M-V with the def2-TZVPD basis set

Structure (XYZ):
```
26
Properties=species:S:1:pos:R:3:nbo_charge:R:1
C 3.4703 -0.0294 1.1172 -0.655
C 3.2614 -0.0205 -0.3910 -0.086
O 2.5552 1.1813 -0.7533 -0.247
O 1.2928 0.9208 -1.4191 -0.512
P 0.1926 0.7243 -0.2639 2.581
O 0.2551 -0.6592 0.2669 -1.228
O 0.3874 1.8502 0.8134 -0.972
O -1.0878 1.1039 -1.0208 -0.815
C -2.3587 1.3416 -0.3331 -0.055
C -2.8631 0.0689 0.2979 -0.458
C -2.9750 -1.0828 -0.6990 -0.520
S -2.5296 -2.6960 0.0280 -0.035
H 3.5254 1.0116 1.4374 0.252
H 4.4044 -0.5110 1.3989 0.249
H 2.6315 -0.4961 1.6368 0.169
H 4.2146 -0.0298 -0.9188 0.223
H 2.6964 -0.8823 -0.7386 0.144
H 0.9630 1.6269 1.5576 0.527
H -3.0210 1.7209 -1.1056 0.217
H -2.1979 2.1253 0.4063 0.211
H -3.8470 0.3057 0.7111 0.240
H -2.2307 -0.2123 1.1419 0.221
H -3.9980 -1.1601 -1.0594 0.231
H -2.3282 -0.9218 -1.5577 0.228
H -1.8750 -3.1529 -1.0403 0.121
Na 1.4619 -2.1274 0.4871 0.970
```

frontier orbital gap: 8.1 eV
total energy: -1476.17329 Ha
E_HOMO: -12.01 eV
charge: +1
LUMO: -3.90 eV

No. 9
Formula: C5H13O
Source: the OMol25 dataset
Level of theory: ωB97M-V with the def2-TZVPD basis set

Structure (XYZ):
```
19
Properties=species:S:1:pos:R:3:nbo_charge:R:1
C 0.1085 1.4873 0.8544 -0.829
C -2.6425 -0.6113 1.0045 -0.859
C 1.5300 -1.5905 -0.6407 -0.254
C 1.2356 0.5966 -1.6937 -0.297
C 0.5985 0.1273 0.6804 0.410
O 1.0979 -0.2198 -0.4744 -0.345
H -0.0571 2.1007 -0.0300 0.226
H 0.8189 1.9866 1.5231 0.315
H -0.8049 1.4300 1.4522 0.310
H -2.7105 -0.7826 -0.0617 0.208
H -3.3401 -1.2694 1.5090 0.241
H -1.6388 -0.8295 1.3557 0.203
H 0.9050 -2.0758 -1.3966 0.232
H 2.5793 -1.6130 -0.9386 0.231
H 1.4022 -2.0908 0.3199 0.269
H 0.2852 0.6119 -2.2265 0.242
H 1.5295 1.6056 -1.4078 0.241
H 2.0112 0.1596 -2.3177 0.243
H -2.9086 0.4132 1.2257 0.212
```

frontier orbital gap: 9.6 eV
total energy: -273.10205 Ha
E_HOMO: -14.03 eV
charge: +1
LUMO: -4.43 eV

No. 10
Formula: C5H13O2PRe
Source: the OMol25 dataset
Level of theory: ωB97M-V with the def2-TZVPD basis set

Structure (XYZ):
```
22
Properties=species:S:1:pos:R:3:mulliken_spin:R:1
Re 0.2734 -0.4552 1.1297 2.046
H 0.1212 2.2856 -3.0542 0.000
H 0.3143 1.6629 -3.4126 0.001
P 0.2364 -2.4258 0.1173 0.065
C 1.8650 -3.2882 0.1891 0.087
H 1.7543 -4.3540 -0.0663 0.018
H 2.5862 -2.8041 -0.4915 -0.003
H 2.2604 -3.1879 1.2076 -0.003
C -0.9737 -3.5385 0.8885 0.050
H -1.9561 -3.3868 0.4287 -0.001
H -0.6681 -4.5870 0.8062 0.006
H -1.0367 -3.2373 1.9376 -0.001
C -0.1189 -2.6840 -1.6701 0.016
H 0.6193 -2.0922 -2.2268 0.003
H -0.0391 -3.7434 -1.9610 -0.002
H -1.1268 -2.2963 -1.8680 0.003
C 2.0545 0.0739 0.6373 0.013
O 3.1450 0.4098 0.3326 0.300
H -0.3685 -0.4338 -0.4333 0.083
H 0.6258 -0.7565 2.7606 0.142
O -1.2333 2.2276 0.7618 0.172
C -0.6922 1.2114 0.9830 0.004
```

frontier orbital gap (spin up / spin down): 7.4 / 6.4 eV
expectation value of S²: 3.7762
multiplicity: 4
total energy: -767.51778 Ha
E_HOMO (spin up / spin down): -18.73 / -19.55 eV
charge: +2
LUMO (spin up / spin down): -11.36 / -13.13 eV